Run a
A single C4H8O2 molecule. Source: the OMol25 dataset; level of theory: the ωB97M-V functional and the def2-TZVPD basis.

For the HOMO energy, the calculation gives -8.032 eV. As for the SMILES: C[C@H]1[C@@H](O)[C@H]1O. Its total charge is 0. As for the spin multiplicity: 1. The calculation puts the HOMO-LUMO gap at 8.7 eV.

```
14
Properties=species:S:1:pos:R:3:mulliken_charge:R:1
C 1.55835 -0.24663 -0.26443 -1.207
C 0.41187 -0.22327 0.71390 0.110
C -0.60553 0.87641 0.62844 -0.399
O -0.68311 1.39948 -0.66975 -0.492
C -0.87052 -0.81234 0.32309 -0.214
O -1.21901 -1.06504 -0.97751 -0.522
H 2.09528 -1.19119 -0.14652 0.349
H 1.22683 -0.18388 -1.30385 0.225
H 2.25553 0.57279 -0.07671 0.331
H 0.69508 -0.40877 1.74279 0.358
H -1.53012 0.64061 1.15261 0.383
H -0.79448 2.34739 -0.67231 0.284
H -1.40505 -1.48554 1.00947 0.443
H -1.13512 -0.22002 -1.45920 0.353
```


Run b
A single C4H8O2 molecule. Source: the OMol25 dataset; level of theory: the ωB97M-V functional and the def2-TZVPD basis.

For the HOMO energy, the calculation gives -10.292 eV. As for the SMILES: CCC(=O)CO. Its total charge is 0. As for the spin multiplicity: 1. The calculation puts the HOMO-LUMO gap at 11.1 eV.

```
14
Properties=species:S:1:pos:R:3:mulliken_charge:R:1
C 0.85574 0.56804 1.84223 -1.184
C 0.49197 0.73939 0.37235 -0.377
C -0.31355 -0.40747 -0.19680 0.739
O -0.70100 -1.34546 0.47206 -0.639
C -0.65265 -0.37662 -1.68083 -0.494
O -1.41396 -1.48322 -2.05069 -0.532
H -0.04106 0.46722 2.45908 0.293
H 1.42467 1.43106 2.20237 0.371
H 1.46153 -0.32896 1.99698 0.299
H 1.39046 0.86134 -0.24769 0.312
H -0.08918 1.65883 0.21680 0.309
H -1.18796 0.56092 -1.89813 0.266
H 0.28987 -0.33641 -2.24973 0.259
H -1.51488 -2.00866 -1.23799 0.378
```


How do the energies compare? Relative to the most stable structure, in eV: run a 2.790; run b 0.000.